10
Properties=species:S:1:pos:R:3:lowdin_charge:R:1 method="wB97M-V/def2-TZVPD" orbital_gap_ev=7.6 lumo_energy_ev=4.077 fmax_ev_per_a=3.11 energy_ha=-773.3352 smiles="NNC([O-])=S(=O)=O" charge=-1
N -0.58 0.05 -0.30 -0.028
N 0.72 -0.02 0.15 -0.124
C 1.62 0.96 0.09 -0.598
O 1.31 2.14 0.07 -0.050
S 3.44 0.14 0.17 0.668
O 3.33 -0.19 -1.28 -0.592
O 3.32 -1.16 0.93 -0.597
H -0.75 -0.47 -1.24 0.102
H -0.69 1.11 -0.45 0.093
H 1.07 -0.99 0.33 0.126

***

18
Properties=species:S:1:pos:R:3:lowdin_charge:R:1 method="wB97M-V/def2-TZVPD" orbital_gap_ev=8.6 lumo_energy_ev=0.667 fmax_ev_per_a=3.20 energy_ha=-1139.2225
C -1.25 1.15 -0.68 -0.179
C -2.19 1.41 0.25 -0.363
C -1.43 -0.18 -1.18 -0.529
C -0.52 -0.83 -2.19 -0.381
C 1.14 -0.69 0.00 -0.428
C 1.99 -0.38 2.26 -0.067
N -2.53 -0.78 -0.86 -0.281
N 2.03 -0.14 0.80 -0.169
S 1.22 -0.39 -1.71 0.838
S -3.33 0.06 0.30 0.933
H -0.45 1.84 -0.90 0.100
H -2.22 2.13 1.10 0.080
H -0.64 -1.90 -2.43 0.096
H -0.61 -0.42 -3.11 0.029
H 2.83 0.12 2.78 0.094
H 1.05 -0.02 2.59 0.066
H 2.08 -1.36 2.53 0.046
H 2.84 0.38 0.47 0.116

***

19
Properties=species:S:1:pos:R:3:lowdin_charge:R:1 method="wB97M-V/def2-TZVPD" orbital_gap_ev=7.6 lumo_energy_ev=0.574 fmax_ev_per_a=1.10 energy_ha=-418.5858 smiles="N/C=C/N.O.O.O"
N -0.96 -2.16 2.22 0.029
C -1.40 -1.11 1.42 -0.234
C -1.01 -0.92 0.17 -0.250
N -1.32 0.24 -0.60 0.000
H -1.33 -2.36 3.13 0.071
H -0.24 -2.72 1.81 0.077
H -1.91 -0.30 1.91 0.109
H -0.25 -1.46 -0.38 0.105
H -2.09 0.83 -0.30 0.070
H -1.35 0.07 -1.59 0.073
O -0.29 4.36 0.38 -0.070
H -0.58 3.44 0.52 0.022
H 0.06 4.57 1.26 0.041
O 1.72 0.24 0.47 -0.071
H 2.23 -0.07 -0.29 0.027
H 0.90 0.54 0.04 -0.002
O 2.27 -1.28 -3.44 -0.069
H 2.73 -1.94 -2.90 0.032
H 2.99 -0.91 -3.97 0.041

***

7
Properties=species:S:1:pos:R:3:lowdin_charge:R:1 method="wB97M-V/def2-TZVPD" orbital_gap_ev=12.1 lumo_energy_ev=1.005 fmax_ev_per_a=3.53 energy_ha=-170.7223
C -1.71 1.00 -0.18 0.046
C -0.96 0.22 0.37 -0.049
C 2.34 -0.51 0.01 -0.079
N 1.58 0.35 0.16 -0.001
H -2.04 1.83 -0.66 -0.005
H -0.53 -0.43 1.11 0.049
H 0.88 1.07 0.31 0.039

***

49
Properties=species:S:1:pos:R:3:lowdin_charge:R:1 method="wB97M-V/def2-TZVPD" orbital_gap_ev=8.3 lumo_energy_ev=0.184 fmax_ev_per_a=3.48 energy_ha=-1810.4024 smiles="CNc1cc(OC)c(C(=O)NCCN(C)Cc2ccc(I)cc2)cc1Cl"
C 4.11 -0.33 -4.81 -0.082
N 3.54 1.04 -4.72 -0.030
C 2.80 1.48 -3.60 -0.285
C 2.91 0.73 -2.44 0.042
C 2.20 1.06 -1.28 -0.216
O 2.33 0.28 -0.16 -0.120
C 3.56 0.40 0.55 -0.050
C 1.36 2.20 -1.31 -0.075
C 0.60 2.62 -0.14 -0.436
O 0.06 3.73 -0.16 0.038
N 0.34 1.84 0.96 0.074
C -0.78 2.14 1.88 -0.157
C -1.02 0.93 2.80 -0.160
N -1.08 -0.35 2.04 -0.227
C -0.37 -1.53 2.57 -0.067
C -2.12 -0.57 1.02 -0.144
C -3.12 -1.60 1.44 -0.197
C -4.03 -1.41 2.52 -0.009
C -4.92 -2.44 2.85 -0.124
C -4.97 -3.61 2.06 -0.568
I -6.28 -5.37 2.59 0.663
C -4.13 -3.77 0.96 -0.168
C -3.23 -2.79 0.70 -0.064
C 1.31 2.96 -2.48 -0.012
C 2.02 2.61 -3.64 -0.564
Cl 1.87 3.59 -5.10 0.669
H 4.17 -0.61 -5.86 0.084
H 5.10 -0.34 -4.38 0.069
H 3.50 -1.08 -4.26 0.084
H 3.30 1.49 -5.58 0.068
H 3.58 -0.10 -2.31 0.110
H 4.46 0.24 -0.05 0.090
H 3.66 1.39 0.99 0.101
H 3.55 -0.34 1.30 0.075
H 0.68 0.86 0.91 0.128
H -1.73 2.28 1.30 0.120
H -0.52 3.03 2.44 0.117
H -1.94 1.10 3.35 0.103
H -0.21 0.84 3.53 0.119
H 0.64 -1.29 2.72 0.054
H -0.46 -2.39 1.86 0.100
H -0.79 -1.79 3.56 0.085
H -2.64 0.37 0.78 0.127
H -1.65 -0.92 0.09 0.117
H -3.95 -0.51 3.08 0.095
H -5.53 -2.33 3.73 0.091
H -4.25 -4.66 0.36 0.090
H -2.61 -2.95 -0.17 0.109
H 0.67 3.87 -2.50 0.134

***

16
Properties=species:S:1:pos:R:3:lowdin_charge:R:1 method="wB97M-V/def2-TZVPD" orbital_gap_ev=8.8 lumo_energy_ev=0.278 fmax_ev_per_a=3.11 energy_ha=-376.1269
C 1.35 -1.58 -0.52 -0.084
C -1.07 -0.52 0.53 -0.378
C 0.83 -0.52 0.41 -0.420
N -1.09 2.65 -0.96 0.118
C -0.73 1.47 -0.46 -0.235
N -1.56 0.65 0.10 0.059
N -1.64 -1.58 0.86 0.142
N 1.47 -0.27 1.49 0.099
H -1.01 -2.33 1.13 0.061
H 0.98 0.46 2.03 0.051
H -0.38 3.33 -1.17 0.102
H -2.05 2.96 -0.87 0.115
H 0.43 0.81 -0.27 0.149
H 1.97 -2.30 0.02 0.075
H 0.54 -2.11 -1.02 0.071
H 1.96 -1.11 -1.31 0.075